[1]
Density functional theory data (wB97M-V/def2-TZVPD) for 12 unconnected molecules or ions with the total composition C32H68N4O20.

Results
Total charge: +1
Spin multiplicity: 2
Lowest unoccupied orbital energy (spin up / spin down) (eV): -2.93 / -7.97
Total energy (eV): -81183.749

```
124
C32H68N4O20 wB97M-V/def2-TZVPD
C -0.67750 5.86521 0.94238
O -1.17384 4.82260 0.10341
H -1.26232 6.73517 0.64362
H -0.69144 5.60320 2.00032
H 0.38789 6.03633 0.78822
H -0.61561 4.04871 0.20866
C -6.91568 0.92156 -1.49243
O -7.62921 0.96065 -2.70580
H -6.97454 -0.08253 -1.07237
H -5.87042 1.12033 -1.72913
H -7.32824 1.59043 -0.73712
H -8.57013 0.77385 -2.66856
C -0.49132 1.17737 -5.03645
O -0.77579 -0.02238 -5.75441
H -1.09793 1.37121 -4.15183
H 0.56058 1.22830 -4.75539
H -0.55787 1.95384 -5.79853
H -1.38246 -0.59976 -5.28518
C -3.56376 2.48972 -3.11582
O -4.43492 1.84817 -3.97882
H -2.71911 2.93106 -3.64485
H -4.07691 3.28139 -2.56988
H -3.08689 1.76873 -2.45185
H -5.28330 1.98723 -3.55161
C 5.55014 -2.36035 5.86437
C 5.09468 -1.47427 4.63055
C 5.92183 -1.65642 3.46276
O 4.95358 -1.87268 2.42084
C 3.69313 -1.66116 2.84888
O 2.64693 -1.71663 2.19896
O 3.78751 -1.61346 4.22246
H 4.75972 -2.16639 6.58944
H 6.51665 -1.97698 6.19145
H 5.65558 -3.43999 5.75776
H 5.19109 -0.41726 4.87863
H 6.63475 -2.45916 3.65100
H 6.53637 -0.78063 3.25434
C 1.10480 3.42956 3.47532
C 0.78279 2.05808 3.00123
C 1.63793 0.82614 3.55322
O 0.70052 -0.13255 3.68365
C -0.49663 0.35260 3.85587
O -1.40820 -0.28125 4.36474
O -0.51288 1.60409 3.28594
H 0.17745 3.94657 3.72199
H 1.67783 3.91006 2.68231
H 1.73069 3.60837 4.34961
H 0.78422 1.95949 1.91570
H 2.24101 1.06681 4.42871
H 2.29406 0.49608 2.74783
C 0.07257 -1.68337 -0.26539
C -1.08391 -0.93710 0.28751
C -1.23791 0.40904 -0.41093
O -2.61333 0.67397 -0.31407
C -3.22154 -0.46433 -0.00609
O -4.42076 -0.50545 0.18201
O -2.32179 -1.45642 0.02650
H 0.13298 -1.66820 -1.35361
H 0.03452 -2.71882 0.07300
H 1.06393 -1.36313 0.05513
H -0.96030 -0.70804 1.34598
H -0.92742 0.44917 -1.45500
H -0.80025 1.24405 0.13617
C 5.86837 1.72888 2.38606
C 4.98994 2.41033 1.46655
C 5.58152 2.54205 -0.01296
O 4.79641 1.73954 -0.88629
C 3.95416 1.07530 -0.10155
O 3.18170 0.21209 -0.48997
O 3.91513 1.55010 1.17742
H 6.79021 2.30115 2.49006
H 6.14541 0.74175 2.01601
H 5.53671 1.86515 3.41539
H 4.75209 3.37010 1.92521
H 6.62618 2.23331 0.02529
H 5.63534 3.54017 -0.44768
C -5.31742 -4.47868 -0.34126
O -5.06779 -5.63243 -0.72619
N -6.22044 -4.26720 0.63765
C -6.44134 -2.81525 1.11016
C -6.77901 -5.39199 1.33487
H -4.88400 -3.54645 -0.73533
H -5.95941 -2.57690 2.05834
H -7.49616 -2.55806 1.20654
H -6.20392 -2.11751 0.30711
H -7.81857 -5.56229 1.05485
H -6.22820 -6.31305 1.14419
H -6.66740 -5.32080 2.41680
C 1.44546 3.18406 -1.55290
O 0.43931 2.86538 -0.98474
N 1.44895 3.76447 -2.79124
C 2.80444 4.03774 -3.30361
C 0.26648 4.33304 -3.55522
H 2.45428 3.01271 -1.14655
H 3.57251 3.34881 -2.95214
H 3.22753 4.93954 -2.86105
H 2.67281 4.17653 -4.37670
H 0.25903 5.42301 -3.54993
H 0.42891 4.05266 -4.59594
H -0.63648 3.96340 -3.06928
C 3.96645 0.64808 -4.44293
O 4.64201 1.26811 -5.30087
N 2.97203 -0.17643 -4.68811
C 2.35175 -1.10119 -3.67669
C 2.64703 -0.46796 -6.13425
H 4.21257 0.77240 -3.37702
H 2.69854 -2.13450 -3.66657
H 1.26743 -1.15271 -3.77515
H 2.36796 -0.75041 -2.64480
H 1.62202 -0.76074 -6.36171
H 2.95413 0.27852 -6.86674
H 3.13020 -1.39477 -6.44354
C -3.90720 -5.32191 3.28865
O -4.57506 -6.20569 3.76673
N -2.95043 -5.40153 2.31130
C -2.08908 -4.27472 1.81404
C -2.54014 -6.74671 1.75712
H -3.94262 -4.28821 3.66602
H -1.26746 -4.15444 2.52014
H -2.66645 -3.35248 1.87901
H -1.69424 -4.29795 0.79833
H -3.39217 -7.32532 1.40027
H -2.30509 -6.55581 0.71003
H -1.71665 -7.26442 2.24901
```

Results of the Löwdin charge analysis, in e, for atoms 1 through 2: -0.151 -0.133

***

[2]
Density functional theory data (wB97M-V/def2-TZVPD) for a gas-phase ion, C9H17NO3P (charge +1).

Results
Total charge: +1
Lowest unoccupied orbital energy (eV): -3.26
Total energy (eV): -26520.979

```
31
C9H17NO3P wB97M-V/def2-TZVPD
C 3.06792 2.17007 1.04857
P 3.18823 1.41193 -0.37373
C 2.28035 -0.29779 0.07307
C 3.15330 -1.53291 -0.23179
C 0.87129 -0.12252 -0.79090
C 0.07321 1.11568 -0.21847
C -1.18434 0.50766 0.44614
O -2.40160 0.61179 -0.32370
C -3.54446 0.58214 0.30254
O -3.72330 0.35287 1.49133
O -4.53446 0.73414 -0.59351
C -5.85216 0.83148 -0.06136
C -0.79570 -0.89518 0.64917
N 0.01771 -1.29303 -0.48348
H 3.51629 3.19825 1.12682
H 2.43965 1.70735 1.83282
H 2.01591 -0.44684 1.20158
H 2.68199 -2.52987 -0.12507
H 3.52011 -1.49718 -1.20113
H 3.98568 -1.50525 0.45461
H 1.03618 -0.09848 -1.85810
H -0.10981 1.82996 -0.88242
H 0.73514 1.59167 0.55216
H -1.31514 1.06994 1.35091
H -6.16627 1.66480 -0.60005
H -5.95117 0.99059 1.07600
H -6.21257 -0.17724 -0.28123
H -0.14595 -0.89075 1.54369
H -1.71967 -1.41073 0.97225
H 0.72660 -1.99799 -0.07667
H -0.51677 -1.61704 -1.28651
```

Results of the Löwdin charge analysis, in e, for atoms 1 through 2: -0.368 0.960

***

[3]
Density functional theory data (wB97M-V/def2-TZVPD) for 3 unconnected molecules or ions with the total composition C3H4N4O2S.

Results
Energy relative to the best compared isomer or geometry (same formula, charge and spin) (kcal/mol): 42.60
Lowest unoccupied orbital energy (eV): 0.44
Total energy (eV): -24064.176

```
14
C3H4N4O2S wB97M-V/def2-TZVPD
C 1.02694 -0.59717 1.46908
C -0.38140 2.61506 2.13489
C -0.38950 -0.67151 -0.71914
N 1.36500 2.14768 -2.63569
N 2.13356 1.72273 -1.92373
N 2.97878 1.45668 -1.11077
N 0.50704 -0.52888 0.38647
O -1.32043 2.78326 2.72517
O 0.62628 2.34153 1.67647
S 1.57680 -0.72313 2.90467
H -1.10955 -1.46805 -0.54907
H -0.70338 0.32880 -0.87998
H 0.28099 -1.12370 -1.49116
H 3.46498 0.61852 -1.11263
```

Results of the Löwdin charge analysis, in e, for atoms 1 through 2: -0.847 -0.470

***

[4]
Density functional theory data (wB97M-V/def2-TZVPD) for a molecular structure, C9H17IrNOP.

Results
Spin multiplicity: 5
Energy relative to the best compared isomer or geometry (same formula, charge and spin) (kcal/mol): 20.27
Lowest unoccupied orbital energy (spin up / spin down) (eV): 0.47 / -0.49
Total energy (eV): -25261.495

```
30
C9H17IrNOP wB97M-V/def2-TZVPD
C -0.10605 -1.61656 -3.06036
C -0.90825 -0.49492 -3.47986
C -0.34697 0.80167 -3.18923
C 1.06531 0.69927 -2.71513
C 1.54936 -0.73583 -2.90904
Ir 0.13585 -0.44484 -1.48459
P 1.12877 -2.73989 -0.85273
H -0.38134 -2.71896 -3.02254
H -1.96840 -0.58055 -3.83316
H -0.84779 1.79302 -3.27248
H 2.71122 -0.93075 -3.12707
H 1.65090 1.48690 -2.16405
H 2.38894 -2.72001 -0.19551
H 1.07373 -3.66746 -2.01633
H 0.03782 -3.10025 0.03773
C -0.81874 1.81272 3.52986
N -0.16069 0.85398 2.63602
C 1.01644 0.20140 3.17734
C -0.55799 0.59738 1.37953
C -1.75303 1.22048 0.78805
O 0.18593 -0.14186 0.63443
H -0.32817 1.79911 4.51872
H -1.88080 1.54027 3.68074
H -0.76081 2.85817 3.15904
H 0.89090 -0.89578 3.15014
H 1.91285 0.40971 2.56167
H 1.21699 0.51138 4.22995
H -1.55965 2.30517 0.73610
H -1.87564 0.78728 -0.22368
H -2.71071 1.10975 1.32646
```

Results of the Löwdin charge analysis, in e, for atoms 1 through 2: -0.398 -0.319

***

[5]
Density functional theory data (wB97M-V/def2-TZVPD) for a molecular structure, C28H48GeN7O7SZr.

Results
Total charge: +1
Lowest unoccupied orbital energy (eV): -2.68
Total energy (eV): -123212.815

```
93
C28H48GeN7O7SZr wB97M-V/def2-TZVPD
Zr 0.75288 0.20090 1.22692
N 0.33685 2.52459 1.64223
C -0.44633 2.93891 2.85636
C -1.66714 2.03629 3.08175
C -1.08211 0.65304 2.99668
O -0.20916 0.29487 3.77344
O -1.25882 0.02325 1.85008
H 1.19400 3.06996 1.62418
H -0.20769 2.81818 0.81965
H -0.75127 3.97891 2.75224
H 0.21865 2.84825 3.71042
H -2.42734 2.18582 2.32050
H -2.07475 2.23666 4.07103
C 4.19679 -3.95080 2.02746
C 3.14282 -4.55454 2.94873
C 2.25511 -3.51084 3.66777
C 1.35921 -4.20489 4.71293
C 0.43854 -3.24030 5.44966
C 3.18598 -2.55322 4.40325
O 3.88259 -2.88730 5.32069
N 3.24442 -1.22775 3.93839
C 2.38654 -0.75055 3.01819
O 2.42757 0.46485 2.62419
N 1.44165 -1.49505 2.45470
C 1.34771 -2.85346 2.63047
O 0.54514 -3.49737 1.98961
H 4.69451 -4.73212 1.45343
H 4.96823 -3.41725 2.58717
H 3.75486 -3.25623 1.30759
H 3.61388 -5.16417 3.72050
H 2.46850 -5.20070 2.38627
H 2.01976 -4.71548 5.41381
H 0.78106 -4.96264 4.18297
H 1.00507 -2.51896 6.04382
H -0.21360 -3.78126 6.13476
H -0.20188 -2.68198 4.76136
H 3.89904 -0.59444 4.37705
C -5.39747 0.21708 0.41610
C -4.20747 0.57931 -0.46086
C -4.48872 1.81081 -1.31273
N -3.34984 2.14599 -2.16515
C -2.29703 2.83600 -1.74563
S -2.21163 3.56914 -0.24375
N -1.19172 2.91884 -2.58239
C -0.97789 2.39913 -3.86511
O 0.09358 1.87897 -4.11036
C -2.03602 2.57828 -4.88816
C -2.91442 3.66190 -4.83626
C -3.85629 3.82867 -5.83739
C -3.93149 2.91031 -6.87738
C -3.05676 1.83297 -6.93182
C -2.09890 1.67171 -5.94446
H -5.17455 -0.64016 1.05164
H -6.27506 -0.03277 -0.18358
H -5.66924 1.04948 1.06910
H -3.95075 -0.25704 -1.12025
H -3.32700 0.78209 0.15565
H -4.69867 2.67219 -0.68187
H -5.34950 1.65437 -1.96423
H -3.30806 1.70100 -3.06894
H -0.33775 3.08818 -2.06971
H -2.84492 4.37769 -4.02628
H -4.52715 4.67742 -5.81141
H -4.67253 3.04029 -7.65627
H -3.11555 1.12725 -7.75016
H -1.38887 0.85562 -5.98524
C -1.32734 -2.94085 -1.18000
N -1.14375 -1.62673 -0.58286
C -0.72337 -0.54680 -1.24728
N -0.68566 -0.56632 -2.58539
O -0.35174 0.50225 -0.62877
H -1.43196 -3.66109 -0.37474
H -0.44945 -3.22122 -1.76306
H -2.21985 -2.97857 -1.80716
H -1.32090 -1.53478 0.40684
H -0.89142 -1.40730 -3.09551
H -0.19002 0.18106 -3.06205
C 2.61569 2.13417 -1.17564
Ge 3.52080 0.41357 -0.79077
C 4.90012 0.72049 0.56210
C 4.36872 -0.17065 -2.45635
C 2.10259 -0.85009 -0.25024
H 3.36536 2.91793 -1.30126
H 1.91695 2.50017 -0.41782
H 2.05256 2.04391 -2.10816
H 5.74527 1.20904 0.07263
H 5.26003 -0.21706 0.99231
H 4.55405 1.35518 1.37524
H 5.36723 0.25983 -2.54506
H 3.78307 0.14421 -3.32208
H 4.46101 -1.25672 -2.48457
H 2.59240 -1.74355 0.13513
H 1.67001 -1.11800 -1.21877
```

Results of the Löwdin charge analysis, in e, for atoms 1 through 2: 1.847 -0.062

***

[6]
Density functional theory data (wB97M-V/def2-TZVPD) for a gas-phase ion, C4H10N3 (charge +1).

Results
Total charge: +1
Energy relative to the best compared isomer or geometry (same formula, charge and spin) (kcal/mol): 85.02
Lowest unoccupied orbital energy (eV): -6.13
Total energy (eV): -8770.912

```
17
C4H10N3 wB97M-V/def2-TZVPD
C 0.87019 0.94411 -1.41359
N -0.36952 0.52896 -1.94596
C -1.48300 0.21465 -1.06427
N -1.04373 -0.93132 -0.42210
C -0.33858 -1.17836 0.62512
C 0.14591 -0.23470 1.59844
N 0.85474 -0.57820 2.70176
H 1.23047 0.19778 -0.75680
H 1.50766 0.98006 -2.30302
H 0.76047 1.76722 -0.73630
H -0.07676 -0.14322 -2.69482
H -1.54716 1.15743 -0.48986
H -2.32622 -0.09494 -1.70051
H -0.14140 -2.26279 0.87777
H 0.03612 0.84982 1.41531
H 0.88667 0.23795 3.31941
H 1.03415 -1.45448 2.98944
```

Results of the Löwdin charge analysis, in e, for atoms 1 through 2: -0.116 -0.071

***

- Among the records above, which one has the lowest total energy?
  C28H48GeN7O7SZr

***

- What is the total energy in the first record?
  -81183.749 eV

***

- total energy of number 2 (C9H17NO3P)?
  -26520.979 eV